No. 1
CH3IO3S in the gas phase at a distorted geometry, computed with ωB97M-V/def2-TZVPD.

Structure (ORCA input):
```
! wB97M-V def2-TZVPD RIJCOSX def2/J DEFGRID3
* xyz 0 1
C -1.20928 -0.44359 0.16138
O -0.23877 0.29003 0.88453
S 1.08175 0.72410 -0.05510
O 1.80145 1.74879 0.58030
O 0.58650 0.96508 -1.53862
I 2.55543 -1.23491 -0.01699
H -0.86810 -1.18602 -0.68402
H -2.07792 0.16564 -0.29271
H -1.63106 -1.02912 0.96124
*
```

Properties
SMILES string: COS(=O)(=O)I
Frontier orbital gap (eV): 8.94
Maximum force (eV Å⁻¹): 6.6

No. 2
A molecular structure, C35H32Br6N6O6 at a distorted geometry, computed with ωB97M-V/def2-TZVPD.

Structure (ORCA input):
```
! wB97M-V def2-TZVPD RIJCOSX def2/J DEFGRID3
* xyz 0 1
C -8.31746 -14.93617 11.95106
Br -8.12490 -16.40219 10.61628
Br -7.47034 -15.42074 13.62061
Br -10.18706 -14.48756 12.06308
H -7.78984 -14.06246 11.56852
C -5.29657 -13.97767 11.82308
Br -3.54781 -13.16468 11.95204
Br -5.51767 -15.25624 10.30481
Br -6.58097 -12.50373 11.68180
H -5.46671 -14.56900 12.72280
C -5.44543 -18.99486 11.62259
C -5.97022 -18.14848 12.66253
C -5.19961 -17.04675 12.95561
C -3.95185 -16.80349 12.41404
C -3.49360 -17.64125 11.40313
C -4.25793 -18.76706 10.98155
N -3.13154 -15.70981 12.91854
O -1.93593 -15.78653 12.70502
O -3.61360 -14.85717 13.66450
H -5.91853 -19.93337 11.37405
H -6.80700 -18.38842 13.30177
H -5.45928 -16.40177 13.78203
H -2.69784 -17.31474 10.75000
H -3.94500 -19.43128 10.18953
C -1.83848 -12.55041 8.76665
C -2.85467 -13.22656 9.52098
C -2.99430 -14.61906 9.50380
C -2.14981 -15.30583 8.61894
C -1.13931 -14.63795 7.84365
C -0.95900 -13.26608 7.94854
N -2.44139 -16.78430 8.43035
O -2.04766 -17.32456 7.36548
O -3.06498 -17.39852 9.28410
H -1.83242 -11.49580 8.99934
H -3.63576 -12.69325 10.04237
H -3.71331 -15.08546 10.16098
H -0.43478 -15.15444 7.20861
H -0.21364 -12.67362 7.43880
C -3.06908 -10.92937 10.81512
C -3.01254 -9.53739 10.73904
C -1.84104 -8.90037 11.17166
C -0.71035 -9.69354 11.50809
C -0.73119 -11.08746 11.35743
C -1.99376 -11.73821 11.21124
N 0.52120 -8.99163 11.88060
O 1.47167 -9.71249 12.12574
O 0.61726 -7.78198 11.91457
H -3.93516 -11.48633 10.48939
H -3.89978 -8.96233 10.51881
H -1.86841 -7.82187 11.22144
H 0.16457 -11.68851 11.40977
H -2.13100 -12.80851 11.16649
N -3.93915 -9.27908 15.07904
C -5.22419 -9.68726 15.27716
C -5.84962 -10.70166 14.55317
C -5.10727 -11.43168 13.64881
C -3.72937 -11.01059 13.36256
C -3.22889 -9.94090 14.11233
H -5.80075 -9.11255 15.98687
H -6.86688 -10.99794 14.76247
H -5.54691 -12.31267 13.20501
H -3.03986 -11.47372 12.67228
H -2.31910 -9.40903 13.87609
N -6.27356 -11.09048 9.16786
C -5.71272 -12.31179 9.07983
C -5.92933 -13.16205 8.01623
C -6.63805 -12.63331 6.89602
C -7.07499 -11.34975 6.88834
C -6.97135 -10.64001 8.09693
H -5.12644 -12.59091 9.94283
H -5.49322 -14.14721 7.94090
H -6.83516 -13.30714 6.07535
H -7.58678 -10.89280 6.05428
H -7.35102 -9.62979 8.05586
N -4.29273 -13.05264 16.58288
C -4.60310 -13.53893 15.39500
C -5.82693 -13.51034 14.78719
C -6.91394 -13.00358 15.51709
C -6.64103 -12.43307 16.78150
C -5.33856 -12.47091 17.25506
H -3.78757 -14.03388 14.88871
H -6.06774 -13.94662 13.82903
H -7.93238 -13.02958 15.15863
H -7.44401 -12.15196 17.44677
H -5.03206 -12.22275 18.26048
*
```

Properties
Frontier orbital gap (eV): 7.49
Maximum force (eV Å⁻¹): 9.2

No. 3
C2H4N2O in the gas phase at a distorted geometry, computed with ωB97M-V/def2-TZVPD.

Structure (ORCA input):
```
! wB97M-V def2-TZVPD RIJCOSX def2/J DEFGRID3
* xyz 0 1
C -0.61734 1.14856 -0.88611
N 0.53922 0.61345 -0.81620
N 0.64311 -0.56206 -0.30307
C 0.05712 -1.02941 0.89891
O -0.82573 -0.27251 1.42943
H -0.51778 2.02150 -1.49574
H -1.47650 1.03520 -0.04421
H 1.83183 -0.89404 -0.20005
H 0.36606 -2.06070 1.41704
*
```

Properties
SMILES string: C=NNC=O
Frontier orbital gap (eV): 9.92
Maximum force (eV Å⁻¹): 9.8

No. 4
A molecular structure, C24H23ClCrN2OP at a distorted geometry, computed with ωB97M-V/def2-TZVPD.

Structure (ORCA input):
```
! wB97M-V def2-TZVPD RIJCOSX def2/J DEFGRID3
* xyz 2 4
Cr 0.26761 -1.21746 1.09066
Cl -1.36018 -2.73464 1.15271
C 2.19898 -1.10336 1.20498
O 3.49502 -0.88281 1.20824
P -0.04388 -0.10369 -0.87973
C 0.54452 1.52615 -1.57060
C 0.97780 -1.25982 -1.78193
C -1.69432 -0.28667 -1.65711
C 0.44607 -2.54473 -2.05245
C 1.28721 -3.51335 -2.62865
C 2.64363 -3.21713 -2.91217
C 3.14309 -1.96652 -2.57227
C 2.31881 -0.98747 -1.97636
H -0.57932 -2.80461 -1.75197
H 0.87693 -4.47400 -2.88073
H 3.25097 -3.94454 -3.42685
H 4.18543 -1.73802 -2.75168
H 2.73497 -0.05325 -1.62093
C 1.41415 2.34412 -0.83301
C 1.87227 3.53497 -1.36818
C 1.51683 3.94128 -2.66686
C 0.66455 3.13496 -3.39385
C 0.14820 1.94961 -2.85134
H 1.69992 2.08243 0.18523
H 2.53006 4.14743 -0.78134
H 1.91275 4.85600 -3.07886
H 0.38281 3.40434 -4.39827
H -0.57020 1.37118 -3.45458
C -1.80790 -0.59536 -2.99862
C -3.06596 -0.77018 -3.59249
C -4.24421 -0.65245 -2.85080
C -4.12704 -0.30881 -1.49257
C -2.86839 -0.08741 -0.87915
H -0.94777 -0.72655 -3.61168
H -3.12890 -1.04042 -4.63771
H -5.22196 -0.80887 -3.29692
H -5.01486 -0.17313 -0.90188
H -2.81930 0.22516 0.18065
H -0.09437 3.05932 1.47932
H -0.75495 3.13133 1.22995
N -0.24915 0.20678 7.42877
C -0.14714 0.05014 6.06717
C 0.29354 -1.13856 5.50829
C 0.25549 -1.30424 4.13547
N -0.09244 -0.33198 3.20008
C -0.53609 0.83174 3.82517
C -0.59172 1.05656 5.19747
H 0.01430 -0.53075 8.04986
H -0.56419 1.03451 7.84128
H 0.60455 -2.00606 6.16347
H 0.64432 -2.23977 3.65430
H -0.88303 1.61582 3.13824
H -0.91753 2.04279 5.61024
*
```

Properties
Frontier orbital gap (alpha / beta) (eV): 5.11 / 5.55
Maximum force (eV Å⁻¹): 16.0

No. 5
C3H6BrNO2S in the gas phase at a distorted geometry, computed with ωB97M-V/def2-TZVPD.

Structure (ORCA input):
```
! wB97M-V def2-TZVPD RIJCOSX def2/J DEFGRID3
* xyz 0 1
C -0.47573 -0.15187 -1.42080
C -1.18173 -0.56933 -0.12956
Br -2.57615 0.78048 0.42361
C -0.15124 -0.69101 1.27548
S 1.60856 -1.07323 0.87635
N -1.92876 -1.92135 -0.32854
O -1.94114 -2.44515 -1.44929
O -2.38704 -2.44167 0.68952
H -0.99292 0.72830 -1.78716
H 0.56303 -0.13400 -1.14928
H -0.58001 -0.94018 -2.16305
H -0.27584 0.16706 1.88519
H -0.47657 -1.45071 1.95300
H 2.04868 0.22474 0.54326
*
```

Properties
SMILES string: C[C@](Br)(CS)[N+](=O)[O-]
Frontier orbital gap (eV): 9.34
Maximum force (eV Å⁻¹): 2.9

The records above yield electronic energy values of -961.4341 -17575.9256 -263.2365 -2958.4523 -3295.2107 hartree, respectively.
The records above yield ΔE to the lowest compared entry with this formula, charge and spin values of 74.9 1883.7 332.8 93.8 168.9 kJ/mol, respectively.